1.
{"formula": "C21H18O8", "method": "ωB97M-V/def2-TZVPD", "symbols": ["C", "C", "O", "C", "C", "C", "C", "C", "O", "C", "C", "C", "C", "O", "C", "C", "C", "C", "C", "C", "O", "C", "O", "C", "O", "C", "O", "C", "O", "H", "H", "H", "H", "H", "H", "H", "H", "H", "H", "H", "H", "H", "H", "H", "H", "H", "H"], "coordinates": [[-5.0061, -1.5578, 2.7103], [-3.8743, -0.5795, 3.0925], [-4.1779, 0.5788, 3.2585], [-2.4719, -0.9150, 2.9690], [-2.1230, -2.3161, 3.1427], [-0.8631, -2.7300, 3.2444], [-0.5827, -4.2274, 3.4912], [0.2191, -1.8520, 3.0003], [1.3800, -2.3953, 2.8332], [-0.0496, -0.4769, 2.6827], [0.9924, 0.4724, 2.2761], [1.0600, 0.6604, 0.8046], [0.5733, 1.8032, 0.2401], [0.0060, 2.9119, 0.8219], [0.7839, 1.9359, -1.2130], [1.5643, 1.0172, -1.9777], [1.7714, 1.2416, -3.3866], [1.4456, 0.2799, -4.4036], [1.8702, 0.3805, -5.7030], [2.3465, 1.5562, -6.1812], [2.3415, 1.6423, -7.4821], [2.5232, 2.6723, -5.2075], [2.8114, 3.8829, -5.8768], [2.2612, 2.5271, -3.8314], [2.0499, -0.1641, -1.3643], [1.7454, -0.3447, -0.0882], [2.0808, -1.3444, 0.4542], [-1.4327, 0.0176, 2.9233], [-1.7181, 1.3583, 2.8772], [-4.6726, -2.4442, 2.1622], [-5.5090, -1.8201, 3.6262], [-5.8079, -0.9514, 2.2071], [-2.7918, -3.1308, 3.4110], [0.1830, -4.3161, 4.2391], [-0.1909, -4.6512, 2.5736], [-1.4413, -4.7750, 3.7021], [1.8178, -2.0746, 2.0719], [1.9146, 0.1011, 2.5817], [0.9489, 1.4736, 2.8037], [-0.3361, 2.6149, 1.6272], [0.5015, 2.9275, -1.6391], [1.0730, -0.7051, -4.1049], [1.6011, -0.3586, -6.5123], [2.4348, 2.6035, -7.6529], [3.0677, 4.5078, -5.2467], [2.3340, 3.3674, -3.1396], [-2.6533, 1.5960, 3.1831]], "atomic_forces_ev_per_a": [[-0.1, 1.0, 0.2], [-0.2, -0.3, -2.0], [-0.8, 1.8, 0.8], [0.5, -2.7, 1.3], [-1.0, 1.5, 0.5], [1.5, -1.7, 0.4], [1.5, 2.1, -1.2], [-3.0, 2.7, -1.6], [1.5, -1.9, 1.8], [-2.9, -0.7, 2.2], [-0.1, 1.3, 0.2], [-0.4, 1.7, -1.8], [0.9, 0.1, -2.1], [1.3, -1.0, -2.4], [1.9, -0.8, -0.9], [-2.8, 1.8, 3.4], [0.5, 0.2, -2.8], [1.4, -0.8, 2.6], [-1.2, -1.0, -0.8], [-0.5, 1.6, 4.1], [0.9, 2.5, -2.0], [-0.4, -0.8, -1.9], [-0.7, -2.6, -0.5], [-0.3, -1.4, -1.4], [-0.9, 2.0, -2.0], [-1.6, 2.2, 2.6], [1.3, -2.9, 0.6], [0.6, -0.7, -1.2], [0.4, 0.1, 0.2], [-0.2, 0.3, 0.1], [0.0, -0.6, 0.5], [1.1, -0.6, 0.0], [-0.8, 0.7, -0.5], [0.2, -0.4, 0.5], [0.3, -0.1, -0.2], [-1.6, -0.7, 0.8], [1.1, 1.0, -1.8], [1.8, -0.8, 0.6], [-0.4, -1.0, -0.6], [-1.2, -0.5, 2.6], [0.1, -1.2, 0.0], [-0.1, 0.5, 0.2], [0.3, 0.6, 1.3], [0.2, -0.6, -0.6], [0.6, 1.7, 1.5], [0.2, -0.3, -0.2], [1.1, -1.4, -0.6]], "lowdin_charge": [0.00, -0.39, 0.05, -0.09, 0.00, -0.20, -0.01, -0.24, 0.12, -0.03, -0.10, -0.05, -0.22, 0.10, 0.09, -0.14, -0.17, -0.01, -0.04, -0.30, 0.11, -0.16, 0.04, 0.05, 0.16, -0.41, 0.12, -0.14, 0.04, 0.08, 0.07, 0.10, 0.12, 0.08, 0.08, 0.05, 0.06, 0.11, 0.16, 0.04, 0.13, 0.12, 0.15, 0.13, 0.07, 0.12, 0.13], "gap_ev": 8.1, "charge": 0, "homo_energy_ha": -0.2981, "relative_energy_kcal_mol": 43.0, "energy_ha": -1412.90115, "smiles": "CC(=O)c1cc(C)c(O)c(Cc2c(O)cc(-c3ccc(O)c(O)c3)oc2=O)c1O"}

2.
{"formula": "C21H19BrHgN5O2", "method": "ωB97M-V/def2-TZVPD", "symbols": ["Hg", "Br", "C", "C", "C", "C", "C", "C", "N", "N", "C", "C", "C", "C", "O", "C", "N", "C", "C", "C", "C", "H", "H", "H", "H", "H", "H", "H", "H", "H", "C", "C", "C", "O", "H", "H", "H", "H", "H", "H", "N", "C", "C", "C", "N", "H", "H", "H", "H"], "coordinates": [[3.6884, -1.9195, -0.6573], [-4.0546, 3.0356, -4.6222], [-4.1209, 1.9997, -3.0455], [-3.7805, 0.6548, -3.0999], [-3.8434, -0.1071, -1.9467], [-4.2404, 0.4761, -0.7411], [-4.5979, 1.8213, -0.7116], [-4.5275, 2.5907, -1.8592], [-4.3977, -0.2342, 0.4685], [-3.8064, -1.3380, 0.6422], [-2.6007, -1.7364, 0.2705], [-2.4274, -3.1635, 0.1542], [-1.3309, -3.6894, -0.4095], [-0.2229, -2.8442, -0.8938], [0.6927, -3.3087, -1.5315], [-0.2887, -1.3814, -0.5323], [0.8083, -0.6548, -0.7420], [0.7975, 0.6203, -0.3888], [-0.3023, 1.2363, 0.2066], [-1.4316, 0.4865, 0.4371], [-1.4505, -0.8534, 0.0453], [-3.4602, 0.2122, -4.0328], [-3.6046, -1.1621, -1.9902], [-4.9162, 2.2546, 0.2283], [-4.7943, 3.6381, -1.8378], [-3.2612, -3.7866, 0.4537], [-1.2381, -4.7528, -0.5850], [1.7265, 1.1584, -0.5483], [-0.2594, 2.2793, 0.4910], [-2.2821, 0.9207, 0.9445], [3.1390, -1.7980, 4.2703], [2.5300, -1.2065, 3.0209], [1.0464, -1.4022, 2.8001], [3.2123, -0.6535, 2.1917], [2.4684, -1.7227, 5.1262], [4.0891, -1.3142, 4.4850], [3.3307, -2.8599, 4.0870], [0.4921, -1.4727, 3.7354], [0.9091, -2.3389, 2.2498], [0.6559, -0.5929, 2.1850], [4.0885, 2.2089, -1.9352], [4.6522, 3.3596, -1.5055], [5.1033, 3.1160, -0.2331], [4.7620, 1.7673, 0.0133], [4.1498, 1.2231, -1.0244], [3.6757, 2.0204, -2.8313], [4.6890, 4.2411, -2.1237], [5.6090, 3.8024, 0.4238], [4.9245, 1.1701, 0.8984]], "atomic_forces_ev_per_a": [[0.1, -0.2, 0.0], [0.0, 0.0, 0.0], [0.0, 0.0, 0.0], [0.0, 0.0, 0.1], [0.0, 0.0, 0.0], [-0.1, -0.2, 0.1], [0.0, 0.1, 0.0], [0.0, 0.0, 0.1], [0.1, 0.4, 0.1], [0.3, -0.4, -0.3], [-0.3, 0.2, 0.2], [0.1, -0.1, 0.0], [0.0, 0.1, 0.0], [-0.1, 0.1, 0.1], [0.1, 0.0, -0.1], [-0.1, 0.0, 0.1], [-0.2, -0.1, -0.1], [0.1, 0.0, 0.0], [0.1, 0.0, 0.0], [-0.1, 0.0, 0.1], [-0.1, -0.1, 0.0], [-0.1, 0.0, 0.0], [0.0, 0.0, 0.0], [0.0, 0.0, 0.0], [0.0, 0.0, 0.0], [0.0, 0.1, 0.0], [0.1, 0.0, 0.0], [0.0, 0.0, 0.0], [0.0, 0.0, 0.0], [0.0, 0.0, 0.0], [0.0, 0.0, 0.0], [0.0, -0.1, 0.0], [0.0, 0.0, 0.0], [0.0, 0.3, 0.1], [0.0, 0.0, 0.0], [0.0, 0.0, 0.0], [0.0, 0.0, 0.0], [0.0, 0.0, 0.0], [0.0, 0.0, 0.0], [0.0, 0.0, 0.0], [0.0, 0.0, 0.0], [0.0, -0.1, 0.0], [0.0, -0.1, 0.1], [0.0, 0.0, 0.1], [0.0, 0.3, -0.1], [0.0, 0.0, 0.0], [0.0, 0.0, 0.0], [0.0, 0.0, 0.0], [0.0, 0.0, 0.0]], "lowdin_charge": [0.37, 0.75, -0.69, -0.11, -0.01, -0.29, -0.02, -0.12, 0.09, 0.08, -0.22, -0.01, 0.02, -0.35, 0.02, -0.16, 0.10, -0.13, -0.03, -0.01, -0.11, 0.11, 0.12, 0.12, 0.10, 0.12, 0.12, 0.08, 0.11, 0.11, -0.02, -0.51, -0.01, -0.07, 0.08, 0.08, 0.09, 0.08, 0.09, 0.06, -0.04, -0.12, -0.08, -0.18, -0.03, 0.15, 0.11, 0.09, 0.09], "gap_ev": [6.4, 5.5], "multiplicity": 2, "s_squared": 0.811, "charge": 0, "homo_energy_ha": [-0.2725, -0.2733], "relative_energy_kcal_mol": 0.0, "energy_ha": -3963.24140}